# C5H8N2O2

An isolated molecule of C5H8N2O2 in a non-equilibrium geometry (ωB97M-V/def2-TZVPD, the OMol25 dataset).

Cartesian coordinates (Å):
C1 1.234 1.542 -0.496
C2 2.966 -0.361 0.752
C3 -0.314 -0.469 -0.334
C4 -1.269 0.413 0.453
C5 -2.542 -0.297 0.909
H1 2.092 1.619 -1.223
H2 0.334 1.952 -0.875
H3 1.320 2.010 0.526
H4 3.601 -1.199 1.063
H5 3.411 0.630 0.729
H6 -0.746 1.414 0.924
H7 -3.034 0.124 1.800
H8 -2.567 -1.346 0.594
N1 0.996 0.051 -0.427
N2 1.805 -0.665 0.301
O1 -0.575 -1.330 -1.053
O2 -2.484 0.597 -0.242

total energy: -12385.5078 eV
SMILES: C=NN(C)C(=O)[C@@H]1CO1
frontier orbital gap: 0.355 Eh
molar mass: 128.13 g/mol
spin multiplicity: 1

---

# C5H8N2O2S

An isolated molecule of C5H8N2O2S in a non-equilibrium geometry (ωB97M-V/def2-TZVPD, the OMol25 dataset).

Cartesian coordinates (Å):
C1 0.857 1.804 -0.146
C2 1.807 1.349 0.648
C3 -0.589 1.361 -0.108
C4 -0.615 -0.153 -0.289
C5 -1.839 -0.978 0.097
N1 0.478 -0.801 0.526
N2 1.025 -1.986 -0.268
O1 0.304 -2.355 -1.163
O2 1.970 -2.500 0.262
S1 1.507 -0.127 1.563
H1 1.153 2.641 -0.918
H2 2.906 1.728 0.673
H3 -1.024 1.779 0.875
H4 -1.079 1.783 -0.884
H5 -0.537 -0.355 -1.320
H6 -2.021 -0.842 1.226
H7 -1.652 -1.890 -0.293
H8 -2.650 -0.459 -0.483

total energy: -23219.5731 eV
SMILES: C[C@H]1CC=CSN1[N+](=O)[O-]
frontier orbital gap: 0.338 Eh
molar mass: 160.20 g/mol
spin multiplicity: 1

---

# C5H8N2O2S

An isolated molecule of C5H8N2O2S in a non-equilibrium geometry (ωB97M-V/def2-TZVPD, the OMol25 dataset).

Cartesian coordinates (Å):
C1 -0.554 0.042 0.879
C2 -0.977 -0.617 2.030
C3 0.979 0.295 0.701
C4 -0.753 1.248 -1.178
C5 1.692 -1.049 0.302
N1 -1.340 0.638 -0.068
N2 -0.472 0.272 -2.319
O1 -0.324 0.741 -3.392
O2 -0.256 -0.870 -1.985
S1 0.978 1.496 -0.618
H1 -2.001 -0.720 2.376
H2 -0.239 -1.037 2.703
H3 1.372 0.867 1.489
H4 -1.215 2.212 -1.363
H5 1.585 -1.792 1.103
H6 2.736 -1.012 -0.065
H7 1.064 -1.403 -0.622
H8 -2.274 0.688 0.029

total energy: -23220.8803 eV
SMILES: C=C1N[C@H]([N+](=O)[O-])S[C@@H]1C
frontier orbital gap: 0.323 Eh
molar mass: 160.20 g/mol
spin multiplicity: 1

---

# C5H8N2O3

A structure of composition C5H8N2O3 in a non-equilibrium geometry (ωB97M-V/def2-TZVPD, the OMol25 dataset).

Cartesian coordinates (Å):
N1 -1.256 2.623 -0.863
H1 -2.195 2.824 -1.204
H2 -1.099 3.059 0.045
H3 -0.552 2.932 -1.531
C1 -1.209 0.657 -0.596
O1 -2.249 0.367 0.032
C2 0.106 0.358 0.180
O2 0.605 1.219 0.868
C3 0.578 -1.076 0.183
C4 1.564 -1.379 1.313
C5 2.015 -2.774 1.313
N2 2.362 -3.877 1.324
H4 -0.309 -1.722 0.246
H5 1.026 -1.272 -0.801
H6 2.452 -0.735 1.233
H7 1.104 -1.172 2.290
O3 -1.079 0.239 -1.898
H8 -1.863 -0.273 -2.135

total energy: -14436.6428 eV
frontier orbital gap: 0.365 Eh
molar mass: 144.13 g/mol
spin multiplicity: 1

---

# C5H8N2O3

A cluster of 2 separate species, C5H8N2O3 in total in a non-equilibrium geometry (ωB97M-V/def2-TZVPD, the OMol25 dataset).

Cartesian coordinates (Å):
O1 1.006 -0.806 -1.468
C1 0.444 0.314 -0.827
C2 -1.022 0.393 -1.098
N1 -2.060 0.888 -1.370
C3 0.795 0.344 0.653
C4 -0.133 0.874 1.700
N2 0.146 -0.541 1.619
C5 2.253 0.551 0.932
O2 3.021 1.072 0.161
H1 0.676 -1.625 -1.081
H2 0.902 1.201 -1.290
H3 0.292 1.395 2.560
H4 -1.099 1.248 1.358
H5 -0.623 -1.064 1.204
H6 2.573 0.206 1.940
O3 -2.504 -1.712 -1.418
H7 -1.716 -2.000 -1.904
H8 -2.953 -0.738 -1.670

total energy: -14434.3063 eV
SMILES: N#C[C@H](O)[C@@]1(C=O)CN1.O
frontier orbital gap: 0.390 Eh
molar mass: 144.13 g/mol
spin multiplicity: 1

---

# C5H8N2O3S

An isolated molecule of C5H8N2O3S in a non-equilibrium geometry (ωB97M-V/def2-TZVPD, the OMol25 dataset).

Cartesian coordinates (Å):
C1 0.580 -1.285 0.778
C2 -2.145 -0.228 -0.546
C3 0.797 0.144 0.792
C4 -0.685 -0.579 -0.975
C5 -0.062 0.694 -0.292
N1 -0.224 -1.677 -0.141
N2 -1.626 0.873 0.269
O1 2.304 -0.199 -1.420
O2 2.662 1.773 0.067
O3 3.292 -0.533 0.800
S1 2.513 0.271 -0.069
H1 0.965 -1.971 1.404
H2 -2.923 -0.062 -1.401
H3 -2.808 -0.927 -0.030
H4 0.961 0.750 1.672
H5 -0.523 -0.880 -2.015
H6 0.307 1.647 -0.555
H7 -2.015 1.749 0.414
H8 -1.372 0.441 1.248

total energy: -25268.7062 eV
SMILES: O=S(=O)([O-])[C@@H]1C=N[C@H]2C[NH2+][C@H]21
frontier orbital gap: 0.321 Eh
molar mass: 176.20 g/mol
spin multiplicity: 1

---

# C5H8N2O3S

A cluster of 3 separate species, C5H8N2O3S in total in a non-equilibrium geometry (ωB97M-V/def2-TZVPD, the OMol25 dataset).

Cartesian coordinates (Å):
C1 0.391 -1.015 -1.930
C2 1.395 -0.357 1.198
C3 1.013 0.106 -2.674
C4 -0.840 0.559 -1.008
C5 -2.498 1.261 1.607
N1 -0.607 -0.702 -1.203
N2 0.571 0.132 2.136
O1 2.223 0.172 0.537
O2 1.361 -1.705 0.982
O3 -2.445 0.864 2.770
S1 -0.019 1.547 -2.132
H1 0.515 -2.043 -2.169
H2 2.040 0.106 -2.434
H3 0.791 -0.165 -3.661
H4 -1.849 0.684 0.857
H5 -0.402 -0.157 2.195
H6 -3.171 2.014 1.239
H7 0.823 1.069 2.483
H8 0.707 -2.370 1.207

total energy: -25268.4567 eV
frontier orbital gap (spin up / spin down): 0.268 / 0.267 Eh
molar mass: 176.20 g/mol
spin multiplicity: 1

---

# C5H8N2O4

An isolated molecule of C5H8N2O4 in a non-equilibrium geometry (ωB97M-V/def2-TZVPD, the OMol25 dataset).

Cartesian coordinates (Å):
C1 -1.323 0.489 0.802
C2 -1.781 -0.038 -0.542
C3 0.072 0.997 0.721
C4 -0.746 -0.991 -1.171
C5 1.026 -0.035 0.099
N1 1.508 -0.996 1.199
N2 2.401 0.578 -0.217
O1 1.815 -2.152 0.891
O2 2.823 1.279 0.665
O3 2.902 0.261 -1.253
O4 0.669 -0.679 -1.050
H1 -2.098 1.255 0.985
H2 -1.349 -0.336 1.556
H3 -2.801 -0.451 -0.831
H4 -1.793 0.889 -1.115
H5 0.178 2.024 0.358
H6 0.443 1.004 1.796
H7 -0.955 -2.003 -0.694
H8 -0.990 -1.096 -2.198

total energy: -16478.3981 eV
SMILES: O=N[C@]1([N+](=O)[O-])CCCCO1
frontier orbital gap: 0.315 Eh
molar mass: 160.13 g/mol
spin multiplicity: 1

---

# C5H8N2O5PS2

A cluster of 2 separate species, C5H8N2O5PS2 in total in a non-equilibrium geometry (ωB97M-V/def2-TZVPD, the OMol25 dataset).

Cartesian coordinates (Å):
C1 2.966 -1.546 0.766
C2 1.634 -1.514 0.344
C3 2.330 0.346 -0.683
C4 -0.803 0.425 -0.803
C5 -1.107 1.490 0.309
N1 1.356 -0.391 -0.314
N2 -0.172 2.627 0.364
O1 -2.964 -0.482 -1.856
O2 -2.629 -1.138 0.594
O3 -1.038 -2.124 -1.153
O4 0.676 -2.237 0.814
O5 -1.559 1.051 1.531
P1 -1.929 -0.969 -0.932
S1 2.457 1.675 -1.658
S2 3.892 -0.395 -0.035
H1 3.531 -2.346 1.169
H2 -0.378 0.809 -1.753
H3 -1.965 1.973 -0.141
H4 0.613 2.573 -0.239
H5 -3.249 -0.367 0.681
H6 0.214 2.655 1.331
H7 -0.168 -2.220 0.187
H8 -1.706 0.104 1.476

total energy: -49493.7524 eV
frontier orbital gap: 0.202 Eh
molar mass: 271.24 g/mol
net charge: -1
spin multiplicity: 1

---

# C5H8N2OS

An isolated molecule of C5H8N2OS in a non-equilibrium geometry (ωB97M-V/def2-TZVPD, the OMol25 dataset).

Cartesian coordinates (Å):
C1 1.466 0.199 0.736
C2 1.591 1.501 0.365
C3 0.110 -0.454 0.863
C4 -0.875 0.177 -0.040
C5 -0.700 -0.199 -1.468
N1 0.566 2.332 0.013
N2 -0.802 1.620 0.006
O1 -1.758 2.400 0.014
S1 -2.617 -0.276 0.423
H1 2.388 -0.364 1.119
H2 2.502 2.087 0.429
H3 -0.124 -1.478 0.769
H4 -0.043 -0.304 1.998
H5 -1.505 0.451 -2.004
H6 -0.936 -1.346 -1.596
H7 0.281 0.085 -1.949
H8 -3.378 0.929 0.437

total energy: -21172.3078 eV
SMILES: C[C@@]1(S)CC=CN=[N+]1[O-]
frontier orbital gap (spin up / spin down): 0.260 / 0.291 Eh
molar mass: 144.20 g/mol
spin multiplicity: 1

---

Computed relative energy (zero: lowest compared OMol25 entry of this formula, charge and spin) (kcal per mole) in order:
125.2, 150.5, 120.3, 25.4, 79.3, 91.4, 97.2, 156.2, 59.3, 145.5